# 1
2 unconnected molecules or ions with the total composition C10H15NO2 at a distorted geometry, computed with the ωB97M-V functional and the def2-TZVPD basis.

The geometry in XYZ format:
```
28
Properties=species:S:1:pos:R:3:forces:R:3
C 4.31712 -0.43397 -0.66825 -1.310 1.900 3.085
C 3.12655 0.33356 -0.87794 -0.315 0.212 1.280
C 4.47868 -0.42463 0.70907 -1.509 -0.428 -4.244
C 2.59288 0.56930 0.37653 -0.312 -0.027 -1.662
C 0.00202 0.85019 0.11788 1.819 1.729 0.010
C 0.42493 -1.47003 0.03683 -3.365 -0.718 1.549
C -1.55408 -0.53306 -1.21912 -1.405 1.174 1.266
C -1.62350 -0.48991 1.41377 -1.548 -1.803 -2.469
C -1.31592 2.82987 -0.39767 -0.865 -0.553 1.749
C -0.71948 -0.37838 0.07065 -0.805 -1.292 0.900
N -0.14860 2.12277 0.08050 0.705 -0.719 0.882
O 0.73414 2.90568 0.49371 1.673 1.483 0.349
O 3.40937 0.06710 1.32098 -1.571 1.172 0.623
H 4.86714 -0.86682 -1.42006 1.553 -0.708 -1.271
H 2.85491 0.80649 -1.79074 -0.653 -0.146 -0.488
H 5.14025 -0.88010 1.29418 2.636 -1.650 2.329
H 0.79894 -1.51257 -0.90788 1.613 0.614 -2.711
H -0.12475 -2.43361 0.01461 0.462 0.107 1.059
H 1.20750 -1.31111 0.76092 -0.144 -0.400 0.316
H -1.75371 -1.58468 -1.42636 -0.352 0.081 0.168
H -2.53259 0.09694 -1.06253 1.740 -1.366 -0.792
H -0.93858 -0.15804 -2.01342 -0.064 0.352 -0.719
H -0.91118 -0.34956 2.19510 -0.159 0.294 1.042
H -2.63884 0.11658 1.44245 2.521 -0.688 -0.073
H -1.98373 -1.58516 1.38985 0.568 1.506 0.400
H -2.11669 2.16752 -0.16256 -1.187 -0.210 -0.322
H -1.17294 2.96996 -1.41195 -0.074 0.479 -2.069
H -1.43688 3.76784 0.15596 0.349 -0.396 -0.189
```
Positions in Å, forces in eV/Å.

* HOMO-LUMO gap (alpha / beta): 8.038 / 7.610 eV
* energy relative to the best compared isomer or geometry (same formula, charge and spin): 10.254 eV

Atom charges from the Löwdin analysis, given in e for atoms 1 to 4: C -0.04; C -0.09; C -0.14; C -0.02

# 2
C10H15NO2S in the gas phase at a distorted geometry, computed with the ωB97M-V functional and the def2-TZVPD basis.

The geometry in XYZ format:
```
29
Properties=species:S:1:pos:R:3:forces:R:3
C -1.83293 2.94819 0.37450 0.465 -0.391 -0.445
C -1.79786 2.60622 -0.98340 0.012 1.839 1.527
C -1.73646 1.94127 1.34520 -1.366 1.048 -2.149
C -1.60480 1.34507 -1.42783 -0.377 0.276 1.635
C -1.90098 0.63926 0.87849 1.639 3.311 -0.737
C -1.66817 0.38500 -0.43774 -0.667 -1.572 -1.162
C 3.67795 0.23623 -0.34547 -1.237 0.000 -5.494
C 2.87155 -1.03108 -0.30929 0.930 0.874 5.088
C 1.41162 -0.82717 0.13589 1.815 -2.199 1.346
C 0.80828 -2.19978 0.35043 0.104 -3.345 -0.223
N -0.56484 -1.97929 0.65862 -2.596 1.503 -0.494
O -4.08144 -1.11808 0.50597 -0.326 1.062 1.473
O -3.34076 -1.66533 -0.47080 0.165 -1.654 -1.808
S -1.90003 -1.30389 -0.91935 2.426 -0.071 1.933
H -1.92889 4.04247 0.49673 0.146 -0.869 0.860
H -1.93501 3.49732 -1.53499 0.159 0.252 -1.586
H -1.81447 2.25215 2.33702 -0.018 -0.107 1.672
H -1.49493 1.17673 -2.43448 0.205 -0.813 -2.174
H -2.09852 -0.12434 1.48006 -0.548 -2.949 2.626
H 3.94107 0.48871 0.58703 1.001 1.330 3.318
H 4.59392 0.17038 -1.02849 -1.243 0.120 0.996
H 2.92684 0.94043 -0.79168 1.246 0.347 0.369
H 2.78944 -1.52229 -1.18679 0.368 -1.787 -2.897
H 3.44916 -1.58789 0.49861 -1.069 -0.481 -1.205
H 1.22219 -0.43359 1.15525 0.420 0.914 -0.953
H 0.93702 -0.35635 -0.68111 -0.956 1.008 -0.496
H 0.86967 -2.99006 -0.54213 0.591 1.652 1.508
H 1.32905 -2.77834 1.32934 -1.328 1.539 -2.490
H -1.12767 -2.75198 0.96043 0.039 -0.837 -0.039
```
Positions in Å, forces in eV/Å.

* HOMO-LUMO gap (alpha / beta): 7.362 / 7.367 eV
* energy relative to the best compared isomer or geometry (same formula, charge and spin): 9.164 eV

Atom charges from the Löwdin analysis, given in e for atoms 1 to 4: C -0.05; C -0.09; C -0.01; C -0.08

# 3
C10H15NO3S in the gas phase at a distorted geometry, computed with the ωB97M-V functional and the def2-TZVPD basis.

The geometry in XYZ format:
```
30
Properties=species:S:1:pos:R:3:forces:R:3
C 0.08627 -2.25758 1.14849 -0.341 0.633 -0.793
C -0.12787 -1.13428 0.10689 -0.094 2.086 -1.166
C -1.13802 -1.60007 -0.94595 -2.635 -1.577 1.535
C -0.62157 0.23670 0.73692 -0.071 -2.518 3.312
C -1.24824 1.20712 -0.17181 -0.204 1.185 -0.897
C -0.06472 1.58103 -1.11330 1.069 1.238 0.094
C 1.18622 1.03994 -0.22597 -2.473 -2.599 -3.516
C 0.64380 0.92186 1.12339 0.356 0.090 1.912
C 2.51862 1.51877 -0.48768 2.619 -0.143 -0.134
S 3.60260 0.10140 0.04188 0.485 -0.990 1.028
O 3.47898 -0.13047 1.45404 -0.244 0.949 0.548
O 4.94657 -0.06848 -0.43456 -0.763 0.989 -1.176
N 2.58941 -1.17527 -0.41268 -3.462 -0.241 0.106
O 1.77087 -1.11385 -1.62472 0.195 1.311 -0.733
C 1.10694 -0.53916 -0.55231 3.682 -0.826 0.810
H -0.08069 -3.24504 0.73998 0.885 -0.266 -0.527
H -0.76414 -2.21570 1.76494 -1.251 0.386 1.218
H 0.94688 -2.16667 1.79588 0.420 -0.037 -0.306
H -0.73437 -2.52671 -1.31334 -0.211 -0.572 -0.438
H -1.58197 -1.06548 -1.79646 1.094 0.663 0.298
H -2.14392 -1.84467 -0.34771 2.103 0.138 -1.040
H -1.04790 -0.13016 1.68672 -1.111 0.829 -0.500
H -1.67288 2.11494 0.34972 0.485 -1.098 -0.499
H -1.96190 0.77438 -0.81311 -1.496 -0.350 -0.353
H -0.11608 1.08554 -2.17633 0.208 1.158 2.059
H -0.02142 2.72441 -1.14235 0.141 -1.566 -0.594
H 0.51376 1.80810 1.73447 -0.190 0.588 -0.333
H 1.23648 0.27246 1.74460 0.451 -0.268 0.183
H 2.80129 1.65937 -1.53417 -0.267 0.385 0.138
H 2.71690 2.34806 0.17755 0.618 0.426 -0.238
```
Positions in Å, forces in eV/Å.

* HOMO-LUMO gap: 10.536 eV
* energy relative to the best compared isomer or geometry (same formula, charge and spin): 4.640 eV

Atom charges from the Löwdin analysis, given in e for atoms 1 to 4: C 0.00; C -0.39; C -0.03; C -0.27

| no. | E_tot (eV) |
| --- | --- |
| 1 | -16188.839 |
| 2 | -27024.588 |
| 3 | -29076.146 |